The following is a quantum chemistry calculation of a 19-piece molecular cluster, C76H209N19O19 overall, from the Open Molecules 2025 dataset.

- Spin multiplicity: 1
- HOMO: -8.45 eV
- M: 1693.6 g mol⁻¹
- Energy above the lowest of the compared OMol25 structures with the same formula, charge and spin: 116.3 kcal/mol

XYZ file:
```
323
Properties=species:S:1:pos:R:3:forces:R:3
C -20.06456 -16.53021 23.10799 -0.06 -1.18 0.96
C -20.20772 -17.55399 24.33870 2.78 1.77 -1.70
C -18.90838 -18.49908 24.35616 -1.77 0.97 0.76
O -19.23879 -19.56766 25.25669 0.87 -0.09 -0.67
C -18.12356 -20.44324 25.37834 -0.61 -0.22 -0.24
N -20.36219 -16.71029 25.52992 -0.72 -1.47 0.17
H -20.59363 -15.60727 23.34542 -0.32 -0.24 -0.10
H -20.44897 -17.03833 22.22360 -0.10 0.37 -0.22
H -19.04023 -16.24089 22.87317 0.11 -0.28 0.11
H -21.05890 -18.18951 24.09437 -0.17 0.05 0.65
H -18.01464 -17.98194 24.70530 0.00 0.53 0.58
H -18.57259 -18.79011 23.36085 -0.65 -0.73 -0.23
H -18.41274 -21.35992 25.89233 -0.21 0.24 0.34
H -17.29163 -19.96426 25.89465 0.15 0.04 -0.03
H -17.82686 -20.77471 24.38325 0.40 0.13 -0.23
H -20.25883 -17.31505 26.33223 -0.25 -0.14 0.38
H -19.63828 -16.01759 25.65724 0.28 0.10 -0.56
C -24.03487 -20.68231 14.34169 -0.49 -0.27 -0.72
C -25.19429 -20.76137 15.32257 1.05 -0.01 -0.80
C -25.64695 -22.17884 15.48413 0.67 -1.62 0.39
O -26.04978 -22.74903 14.26349 -1.17 -0.17 -0.60
C -26.51546 -24.10737 14.32413 0.36 0.56 0.15
N -24.72488 -20.13192 16.55879 -1.71 -0.06 -0.26
H -23.31614 -21.44608 14.63867 0.53 0.27 -0.03
H -23.62954 -19.67476 14.24873 0.27 -0.04 0.49
H -24.35167 -20.92592 13.32759 -0.15 -0.32 0.04
H -26.06297 -20.31871 14.83519 -0.08 1.02 0.50
H -26.40617 -22.23201 16.26442 -0.47 -0.07 0.03
H -24.82308 -22.81355 15.81044 0.46 0.03 0.53
H -25.67422 -24.80048 14.32025 0.19 -0.05 -0.04
H -27.14647 -24.31351 13.45959 0.16 0.23 -0.07
H -27.10533 -24.32659 15.21412 -0.10 0.28 0.21
H -23.90046 -20.51735 16.99683 0.60 -0.14 -0.38
H -25.43202 -20.24405 17.27116 -0.31 0.28 0.33
C -13.85932 -17.81088 25.66327 -1.82 -1.50 0.15
C -13.64766 -17.48762 24.16962 0.79 -0.78 2.13
C -14.86438 -17.65731 23.28172 -1.59 0.03 0.95
O -15.50026 -18.94799 23.31930 1.64 -0.58 -1.11
C -14.71380 -19.93569 22.63340 -0.57 -0.79 0.63
N -13.19096 -16.13040 24.22970 0.64 1.51 -1.12
H -13.04466 -18.02873 26.35391 0.70 0.30 -0.70
H -14.46868 -18.71220 25.72963 -0.09 -0.31 -0.03
H -14.48382 -17.08274 26.18088 0.03 0.46 -0.36
H -12.83872 -18.12804 23.81809 -0.01 -0.43 -0.27
H -14.64024 -17.29404 22.27878 -0.04 -0.28 -0.29
H -15.73048 -17.10649 23.64856 0.44 0.95 0.17
H -14.52903 -19.70840 21.58349 0.12 0.37 0.04
H -15.23148 -20.89468 22.65422 -0.60 0.18 -0.07
H -13.80760 -20.21581 23.17046 0.43 0.61 -0.05
H -12.70004 -15.90269 23.37692 -0.24 0.35 -0.66
H -12.41633 -16.08225 24.87602 -0.12 -0.03 0.58
C -14.22079 -23.29213 24.64764 -1.01 -1.33 -1.42
C -14.97289 -24.52998 25.24989 1.44 1.12 0.23
C -15.59092 -25.48634 24.20478 -0.93 0.02 0.90
O -16.07503 -26.68358 24.87402 0.14 1.57 1.12
C -16.19811 -27.84992 24.13556 0.58 0.24 -1.11
N -13.95326 -25.18600 26.04503 -0.10 -0.73 0.70
H -14.86593 -22.84994 23.88846 -0.01 0.29 -0.10
H -13.39687 -23.74594 24.09691 0.41 0.41 -0.03
H -13.87335 -22.50853 25.32097 -0.16 -0.51 0.32
H -15.67512 -24.06592 25.94244 -0.60 -0.66 -0.04
H -14.87408 -25.74888 23.42676 0.20 0.00 -0.08
H -16.43770 -24.95859 23.76599 -0.09 -0.20 -0.43
H -16.54218 -28.69037 24.73833 0.00 0.32 0.23
H -15.21447 -28.07523 23.72350 0.20 -0.50 -0.20
H -16.86470 -27.71000 23.28457 -0.32 -0.12 -0.11
H -14.38651 -25.96447 26.52083 -0.20 -0.12 0.40
H -13.31728 -25.66911 25.42678 0.42 0.16 -0.33
C -17.31516 -26.39568 20.57568 -0.15 0.73 0.18
C -17.03281 -25.26036 19.57295 -0.43 -1.35 0.09
C -15.97558 -24.31066 20.05427 0.26 1.16 -0.22
O -16.11788 -23.90325 21.40611 -1.17 0.66 0.02
C -17.19250 -22.93212 21.64718 1.32 0.00 0.55
N -16.65681 -25.82504 18.29429 0.52 0.12 -0.62
H -17.66199 -25.92560 21.49592 -0.49 -0.43 0.09
H -16.46810 -27.01437 20.87201 0.53 0.31 -0.30
H -18.00971 -27.09342 20.10786 -0.43 0.18 0.35
H -17.95882 -24.74151 19.32516 -0.21 0.25 0.55
H -15.91960 -23.40755 19.44652 -0.40 0.15 -0.42
H -14.99359 -24.74635 19.86998 0.19 -0.37 0.70
H -17.06967 -22.66080 22.69570 -0.29 -0.43 0.23
H -18.22364 -23.22775 21.45360 0.14 -0.63 -0.11
H -17.05352 -21.95556 21.18338 0.42 -0.18 -0.81
H -15.89641 -26.48149 18.39900 0.14 -0.19 0.01
H -17.44229 -26.32639 17.90469 -0.02 -0.13 -0.06
C -16.89792 -16.50905 28.01980 0.61 -2.07 -0.43
C -16.42129 -15.14553 27.64853 -0.20 -2.19 0.73
C -17.59907 -14.36189 27.20735 -1.01 0.98 -1.93
O -18.12612 -14.85717 25.95493 0.47 0.01 -0.31
C -17.30324 -14.65721 24.79325 -0.12 -0.03 0.84
N -15.76339 -14.60680 28.79786 -0.25 1.34 0.33
H -17.39293 -16.98822 27.17513 -0.68 0.11 0.21
H -17.39873 -16.62405 28.98108 -0.52 0.50 -0.25
H -16.03654 -17.16882 28.12385 0.45 -0.05 0.19
H -15.59646 -15.32016 26.95769 -0.68 0.37 -1.28
H -17.42470 -13.29246 27.08897 0.43 0.29 -0.01
H -18.46976 -14.42084 27.86044 0.35 -0.32 0.43
H -17.68079 -15.26346 23.96983 -0.22 0.03 0.22
H -16.28286 -14.98315 24.99491 0.18 0.14 -0.11
H -17.32363 -13.60897 24.49510 0.11 0.12 0.01
H -15.00366 -15.25103 28.96479 0.41 0.30 0.37
H -15.40895 -13.77479 28.34818 0.96 0.66 1.02
C -21.63179 -13.56964 19.07268 -0.99 1.29 -0.13
C -20.50121 -13.13903 20.00986 -1.30 -2.50 0.76
C -20.90243 -13.20295 21.52213 -0.15 1.76 -1.26
O -21.85331 -12.14988 21.79322 0.23 -0.59 0.48
C -21.26576 -10.87271 21.74178 -0.64 0.43 -0.40
N -19.43541 -14.10118 19.80232 1.53 0.86 -0.15
H -22.26306 -12.69031 18.94470 -0.68 -0.14 0.00
H -22.23981 -14.41379 19.39797 0.08 0.00 0.43
H -21.31831 -13.81975 18.05913 0.53 0.03 0.09
H -20.25083 -12.11174 19.74511 0.67 -0.21 0.10
H -19.99575 -13.02481 22.10032 0.19 -0.06 0.21
H -21.33822 -14.15017 21.83989 -0.15 0.05 -0.33
H -20.37136 -10.78317 22.35832 0.23 -0.11 -0.09
H -21.97619 -10.10959 22.05963 -0.26 -0.34 0.50
H -21.09943 -10.56938 20.70814 0.62 -0.06 -0.15
H -19.35777 -14.15368 18.79668 0.50 -0.47 -0.32
H -19.66406 -15.04137 20.09191 -0.38 -0.06 0.32
C -20.03987 -13.33265 15.13315 0.82 0.45 0.19
C -18.77364 -13.98058 15.71734 0.43 1.26 -0.52
C -17.79700 -12.89454 16.37160 -0.42 -0.61 -1.35
O -17.10189 -12.00929 15.46269 -1.66 -0.52 0.14
C -16.05509 -12.57924 14.72381 0.97 0.58 0.96
N -19.13423 -14.92263 16.74275 0.15 -0.51 0.32
H -20.49441 -12.75386 15.93720 -0.33 0.01 -0.05
H -20.76046 -14.03769 14.71871 0.08 -0.22 0.23
H -19.77024 -12.64072 14.33526 0.04 0.12 0.00
H -18.28223 -14.55870 14.93478 0.44 0.45 -0.49
H -17.06802 -13.38903 17.01360 0.16 -0.31 0.04
H -18.44369 -12.29694 17.01407 0.16 0.32 -0.07
H -15.59793 -11.76970 14.15481 -0.29 -0.04 -0.32
H -16.23979 -13.44149 14.08310 -0.56 -0.01 0.00
H -15.28421 -12.83591 15.45042 0.37 -0.56 0.03
H -19.90842 -15.45804 16.37660 -0.73 -0.07 0.26
H -18.39974 -15.61492 16.70601 0.52 -0.26 0.68
C -16.96820 -25.40979 14.80047 -0.49 -0.66 -1.41
C -17.02747 -23.92672 15.05559 -0.44 -1.15 1.18
C -18.49156 -23.47343 15.34975 1.11 1.05 -0.16
O -19.34293 -23.53348 14.24097 -0.83 -0.98 -0.25
C -20.50115 -22.71146 14.38367 0.20 -0.13 -1.37
N -16.22259 -23.70762 16.24367 0.20 1.64 0.69
H -17.33895 -26.05615 15.59600 -0.65 0.53 0.24
H -15.96533 -25.82527 14.70184 0.25 0.47 -0.60
H -17.57121 -25.55246 13.90374 0.13 -0.81 -0.18
H -16.66772 -23.33625 14.21296 0.11 -0.10 -0.06
H -18.37791 -22.41079 15.56417 -0.05 0.26 0.78
H -18.91739 -24.01099 16.19698 0.06 -0.06 0.28
H -21.10526 -22.78067 15.28830 0.84 0.08 0.59
H -21.24880 -22.97472 13.63545 0.33 -0.41 -0.43
H -20.15733 -21.72294 14.07917 -0.43 0.57 0.74
H -15.22544 -23.77029 16.09580 0.07 0.17 -0.59
H -16.38389 -24.43574 16.92479 -0.36 -0.19 0.23
C -18.84915 -19.67455 20.74428 -0.14 -1.25 0.55
C -18.18130 -18.60972 19.93977 -0.49 -1.65 -0.91
C -19.14111 -17.94374 18.93202 -0.45 0.68 1.13
O -19.90402 -18.85246 18.16716 1.17 -0.69 -1.63
C -19.27739 -19.24743 16.90446 -0.93 0.68 0.23
N -17.61631 -17.68608 20.84667 0.32 2.13 -0.43
H -18.91059 -20.68094 20.33017 -0.66 0.32 -0.88
H -19.81213 -19.30985 21.10172 -0.08 -0.33 0.22
H -18.18791 -19.94767 21.56664 -0.06 0.59 0.58
H -17.42075 -19.09420 19.32745 0.51 -0.21 -0.26
H -18.66657 -17.15070 18.35409 0.43 -0.30 -0.47
H -19.88186 -17.37673 19.49582 -0.21 -0.05 0.42
H -19.30113 -18.42184 16.19317 0.50 0.53 0.31
H -19.92394 -19.93491 16.35906 -0.19 -0.59 0.61
H -18.27790 -19.67376 16.99028 0.01 0.08 0.25
H -17.19258 -18.02837 21.69720 -0.10 -0.64 -0.16
H -16.88632 -17.28408 20.27605 0.67 0.78 0.48
C -14.82488 -16.02572 14.78093 -0.74 -0.11 0.32
C -16.16493 -16.77413 14.83355 1.09 -0.21 -1.30
C -16.20484 -18.05629 13.98350 -0.66 0.25 -0.22
O -17.38437 -18.83535 14.34505 1.30 0.35 -1.04
C -17.42700 -20.03548 13.58361 -1.23 -0.17 0.48
N -16.53921 -17.14851 16.17522 -0.62 0.21 -0.22
H -14.93578 -15.31893 15.60327 0.55 0.04 0.20
H -14.69874 -15.40797 13.89179 0.05 -0.32 -0.22
H -13.98084 -16.70052 14.92348 0.10 0.16 0.11
H -16.88499 -16.08511 14.39212 -0.46 0.01 0.27
H -15.32870 -18.69316 14.10549 0.26 0.06 0.19
H -16.28645 -17.74538 12.94198 0.05 -0.28 -0.33
H -18.43486 -20.41489 13.75201 -0.06 -0.11 -0.16
H -16.76637 -20.82395 13.94412 0.48 0.21 0.08
H -17.30744 -19.89676 12.50910 0.20 0.26 -0.02
H -15.92803 -17.91981 16.40252 0.76 -0.18 0.63
H -17.32450 -17.70903 15.87650 -1.06 -0.11 1.13
C -23.82445 -16.73533 21.12210 -0.38 0.06 -0.44
C -23.19528 -17.93850 20.42455 0.24 -1.19 0.01
C -22.74301 -19.01501 21.43918 -0.67 -0.62 1.28
O -22.50641 -20.39839 21.08742 0.16 -0.78 0.14
C -22.12903 -21.19544 22.24738 0.56 0.00 -1.03
N -24.11637 -18.48113 19.40078 0.89 0.23 1.14
H -24.70448 -16.97591 21.71855 0.15 -0.27 0.18
H -24.21532 -16.12384 20.30883 0.02 0.22 -0.07
H -23.13739 -16.10085 21.68200 0.14 -0.26 0.16
H -22.23045 -17.57983 20.06600 0.17 0.23 -0.95
H -23.54050 -19.15801 22.16832 0.05 0.80 0.58
H -21.79198 -18.69107 21.86193 -0.24 0.41 0.55
H -22.79297 -21.12785 23.10919 -0.11 0.47 -0.14
H -21.08623 -21.03676 22.52213 0.06 0.92 0.38
H -22.04291 -22.25112 21.99007 -0.75 -0.05 -0.63
H -23.67197 -19.31736 19.04961 -0.21 -0.19 -0.19
H -24.10217 -17.85788 18.60614 -0.54 0.34 -0.14
C -13.12852 -17.31862 19.86873 1.03 -0.31 0.39
C -14.03344 -17.56814 18.67047 -0.27 -0.85 1.03
C -14.19282 -19.13530 18.46305 0.48 1.90 -1.40
O -14.65002 -19.36267 17.10948 0.09 0.10 1.02
C -14.87268 -20.71444 16.81201 -0.56 -0.50 -1.02
N -15.28348 -16.91697 19.02322 -0.43 -0.07 -0.04
H -12.07093 -17.49983 19.67700 0.08 0.07 -0.39
H -13.31915 -17.94228 20.74212 -0.49 -0.19 -0.13
H -13.21772 -16.29154 20.22265 0.00 0.13 -0.07
H -13.63638 -16.99252 17.83435 0.55 -0.93 -0.58
H -14.88083 -19.56390 19.19178 -0.21 0.14 0.08
H -13.20476 -19.57927 18.58447 0.13 -0.25 0.00
H -15.59899 -21.23848 17.43327 0.19 0.13 0.61
H -13.96681 -21.30692 16.68368 0.36 0.03 0.52
H -15.34339 -20.78210 15.83122 -0.06 0.37 -0.20
H -15.77610 -16.62858 18.19000 -0.36 -0.16 -0.32
H -15.02481 -16.05078 19.47366 -0.46 0.34 0.39
C -23.89082 -14.96698 16.53910 0.21 -0.73 -0.89
C -23.74810 -16.48640 16.16199 0.02 1.83 0.63
C -22.42123 -17.17061 16.50266 -1.09 0.46 0.27
O -21.43352 -16.52330 15.76270 1.33 0.51 0.09
C -21.10159 -17.04379 14.51170 -0.03 -0.40 -0.24
N -24.84089 -17.17783 16.77866 -0.42 -0.56 -0.24
H -23.11979 -14.35897 16.06588 0.34 -0.06 0.31
H -23.99422 -14.74978 17.60222 0.21 -0.23 0.00
H -24.79860 -14.63541 16.03500 -0.30 0.03 0.18
H -23.77370 -16.47710 15.07233 -0.12 -0.21 -0.45
H -22.53255 -18.23270 16.28433 0.27 -0.27 -0.29
H -22.13282 -17.11345 17.55226 -0.13 0.20 0.15
H -21.84007 -16.78460 13.75304 -0.14 -0.15 -0.16
H -20.97587 -18.12375 14.58909 -0.16 -0.27 -0.24
H -20.14081 -16.64999 14.18016 0.04 0.24 0.18
H -24.78918 -18.14500 16.49228 0.13 -0.72 0.32
H -25.73744 -16.90716 16.40049 -0.13 0.64 0.07
C -16.79374 -12.17125 21.58304 1.45 -0.42 -0.72
C -15.60118 -13.09847 21.01144 -2.44 2.43 -1.13
C -14.46198 -13.25751 21.92362 0.41 -1.79 0.78
O -13.90820 -12.03302 22.27412 1.17 -0.07 1.60
C -13.13356 -12.13972 23.49436 -0.44 0.95 0.42
N -16.15160 -14.32451 20.49551 0.89 -0.94 0.17
H -17.10804 -12.58543 22.54104 -0.25 0.13 -0.02
H -17.60310 -12.15143 20.85321 -0.13 -0.53 0.12
H -16.52641 -11.11873 21.67700 0.41 -0.08 0.41
H -15.18341 -12.57299 20.15270 -0.12 0.23 -0.26
H -13.72692 -13.93250 21.48524 0.46 0.04 -0.65
H -14.74820 -13.86673 22.78096 -0.39 0.25 0.73
H -12.10300 -12.49474 23.49626 0.19 -0.25 -1.21
H -13.58441 -12.76015 24.26890 -0.67 -0.16 -0.25
H -13.06377 -11.13994 23.92292 -0.15 0.13 -0.21
H -16.69995 -14.16981 19.66155 -0.20 0.20 0.11
H -16.77493 -14.75894 21.16095 -0.22 -0.10 0.08
C -12.34720 -12.03966 18.59487 0.11 0.29 -0.53
C -12.28719 -13.18084 17.54373 -1.70 0.60 -0.10
C -11.16122 -12.95740 16.54659 1.18 -0.11 0.57
O -11.19251 -11.88598 15.59227 -0.64 -1.19 0.23
C -12.08859 -12.09919 14.46427 0.66 1.14 1.12
N -12.16699 -14.50358 18.15360 0.65 -0.10 -0.02
H -12.46139 -11.04794 18.15720 0.03 -0.03 -0.44
H -11.38214 -11.99150 19.09930 0.16 -0.18 0.16
H -13.11318 -12.06429 19.36996 -0.13 -0.64 -0.13
H -13.16566 -13.24953 16.90212 -0.65 0.31 0.33
H -10.93372 -13.92291 16.09478 -0.19 -0.03 -0.46
H -10.34302 -12.78069 17.24475 0.75 0.44 -0.53
H -11.67137 -11.49167 13.66118 0.07 -0.27 -0.13
H -13.03394 -11.62497 14.72796 -0.36 -0.43 -0.14
H -12.19101 -13.14172 14.16302 0.03 -0.05 0.15
H -11.61472 -14.44502 18.99721 0.22 -0.04 0.10
H -13.04377 -14.91821 18.43547 -0.24 0.33 -0.17
C -20.77813 -22.23565 18.84235 1.85 -0.83 0.11
C -22.00317 -21.93947 18.04706 0.51 0.67 -0.19
C -23.16066 -22.82834 18.35686 0.19 -1.06 -0.45
O -22.75965 -24.20995 18.05866 -0.40 1.36 1.02
C -23.77833 -25.12435 18.40464 0.19 -0.33 -0.50
N -22.27781 -20.49422 18.28647 -0.26 -1.41 -0.81
H -20.85432 -22.01516 19.90710 -0.55 -0.24 0.08
H -19.95008 -21.58871 18.55271 -0.06 0.27 -0.38
H -20.36352 -23.23373 18.70085 -0.31 -0.32 0.13
H -21.84832 -22.14026 16.98697 0.45 0.41 -0.18
H -23.94652 -22.59386 17.63884 -0.47 0.15 0.54
H -23.43614 -22.67856 19.40078 -0.43 -0.35 0.13
H -24.20510 -25.00542 19.40055 0.28 0.24 0.26
H -23.32755 -26.11322 18.32077 -0.12 -0.04 0.07
H -24.61174 -25.06956 17.70426 -0.18 0.05 -0.21
H -22.21299 -20.44703 19.29329 -0.31 0.19 0.46
H -21.41407 -20.03608 18.03316 -0.03 0.44 -0.30
C -22.44174 -17.20618 9.19779 -0.42 0.75 0.25
C -22.51491 -15.88318 9.96621 0.85 1.12 1.15
C -21.15572 -15.17760 10.15565 -0.57 -1.03 0.44
O -20.41878 -16.00312 11.07110 1.72 1.18 -0.07
C -19.34725 -15.23502 11.69364 -0.54 -0.59 0.44
N -23.45260 -14.94067 9.32775 -0.05 -1.22 -0.70
H -22.15850 -16.96710 8.17274 0.22 -0.38 -0.14
H -23.42698 -17.67221 9.18333 -0.10 0.11 -0.09
H -21.77369 -17.92047 9.67905 0.26 0.29 -0.21
H -22.66161 -16.09425 11.02547 -1.35 -0.08 0.00
H -21.30675 -14.22353 10.66066 -0.22 0.25 -0.22
H -20.73624 -15.01268 9.16321 0.85 -0.06 0.01
H -18.81911 -15.81175 12.45295 -0.03 -0.80 -0.41
H -19.73066 -14.44107 12.33453 -0.46 0.50 -0.45
H -18.59973 -14.84361 11.00362 -0.22 -0.01 -0.30
H -23.03964 -14.79943 8.41692 -0.34 0.20 -0.44
H -23.63880 -14.01531 9.68712 0.43 -0.23 0.77
C -24.71277 -23.00724 10.91657 1.59 0.37 0.66
C -24.61286 -21.72565 10.10829 0.02 -0.22 -0.34
C -23.21773 -21.41853 9.46563 -0.33 -1.81 1.89
O -22.18000 -21.55629 10.50494 -1.34 0.76 -1.03
C -22.07311 -20.46366 11.43424 0.62 -1.15 -0.76
N -25.65747 -21.84426 9.09082 0.40 0.59 -0.49
H -25.70084 -23.09125 11.36907 0.07 -0.21 -0.10
H -23.96061 -22.93832 11.70244 -0.22 0.03 0.48
H -24.38230 -23.90230 10.38954 -0.54 0.05 -0.48
H -24.84098 -20.88737 10.76658 0.03 0.19 0.37
H -23.25081 -20.47125 8.92742 0.36 0.23 0.18
H -23.00073 -22.24522 8.78916 0.09 0.21 -0.24
H -23.02541 -20.07857 11.79885 0.04 0.11 -0.22
H -21.43426 -19.72344 10.95254 -0.21 0.50 0.32
H -21.52723 -20.92346 12.25806 -0.03 0.37 0.22
H -26.54158 -21.88133 9.57772 -0.23 -0.14 -0.03
H -25.67365 -20.97292 8.58032 -0.22 0.17 -0.41
```
Forces are in eV/Å.